(1)
{"formula": "C44H64GeN7O3P3S2Y", "method": "wB97M-V/def2-TZVPD", "e_lumo_ev": [-0.0552, -2.2518], "spin_multiplicity": 2, "gap_ha": [0.278, 0.197], "e_homo_ev": [-7.61, -7.61], "symbols": ["Y", "C", "C", "C", "P", "C", "N", "Ge", "N", "C", "P", "C", "C", "C", "C", "C", "C", "C", "C", "C", "C", "C", "C", "N", "C", "C", "C", "C", "C", "C", "C", "C", "C", "C", "C", "C", "N", "C", "P", "C", "C", "C", "C", "C", "C", "C", "C", "C", "H", "H", "H", "H", "H", "H", "H", "H", "H", "H", "H", "H", "H", "H", "H", "H", "H", "H", "H", "H", "H", "H", "H", "H", "H", "H", "H", "H", "H", "H", "H", "H", "H", "H", "H", "H", "H", "H", "H", "H", "H", "H", "H", "H", "H", "H", "H", "H", "H", "H", "H", "H", "H", "H", "H", "H", "H", "H", "H", "H", "S", "C", "S", "C", "C", "N", "C", "N", "O", "H", "H", "O", "H", "H", "O", "C", "N"], "positions_angstrom": [[-0.109, -0.617, -2.152], [-1.538, -5.987, -0.750], [-0.859, -4.813, -1.454], [-1.198, -4.815, -2.946], [-1.092, -3.127, -0.716], [-0.319, -3.399, 0.949], [-0.293, -2.203, 1.764], [0.081, -0.468, 0.998], [1.857, -0.044, 1.635], [3.008, -0.550, 0.919], [2.770, -0.685, -0.930], [3.737, -2.235, -1.289], [5.068, -2.422, -0.554], [2.849, -3.447, -0.999], [3.687, 0.740, -1.688], [3.236, 2.031, -1.014], [5.208, 0.676, -1.758], [1.895, 0.983, 2.545], [2.946, 1.862, 2.810], [2.777, 2.898, 3.723], [1.580, 3.088, 4.391], [0.535, 2.190, 4.178], [0.709, 1.156, 3.289], [-0.278, 0.093, 3.080], [0.134, -1.116, 3.813], [0.552, -1.074, 5.126], [0.916, -2.253, 5.770], [0.864, -3.447, 5.073], [0.468, -3.490, 3.742], [0.092, -2.315, 3.085], [-1.653, 0.478, 3.311], [-2.406, 0.014, 4.362], [-3.731, 0.438, 4.502], [-4.303, 1.315, 3.585], [-3.572, 1.777, 2.513], [-2.223, 1.371, 2.339], [-1.436, 1.664, 1.302], [-1.861, 2.532, 0.238], [-0.349, 3.204, -0.600], [0.253, 4.312, 0.772], [-0.713, 5.419, 1.187], [1.649, 4.873, 0.500], [-1.153, 4.342, -1.823], [-1.819, 3.517, -2.926], [-0.127, 5.292, -2.443], [-2.872, -2.839, -0.277], [-3.742, -2.798, -1.534], [-3.499, -3.706, 0.815], [-1.131, -6.924, -1.137], [-2.609, -5.994, -0.955], [-1.400, -5.984, 0.331], [0.225, -4.945, -1.359], [-2.252, -4.597, -3.120], [-0.994, -5.801, -3.369], [-0.609, -4.086, -3.498], [0.681, -3.813, 0.758], [-0.877, -4.188, 1.460], [3.220, -1.571, 1.258], [3.911, 0.028, 1.129], [3.930, -2.199, -2.368], [4.926, -2.428, 0.529], [5.808, -1.666, -0.791], [5.488, -3.394, -0.822], [2.678, -3.547, 0.077], [3.344, -4.363, -1.331], [1.894, -3.376, -1.512], [3.306, 0.752, -2.715], [3.699, 2.142, -0.030], [2.152, 2.086, -0.895], [3.540, 2.887, -1.620], [5.658, 0.637, -0.763], [5.575, 1.582, -2.246], [5.567, -0.173, -2.337], [3.896, 1.751, 2.306], [3.602, 3.577, 3.898], [1.460, 3.909, 5.085], [-0.401, 2.290, 4.716], [0.602, -0.121, 5.638], [1.244, -2.231, 6.800], [1.154, -4.368, 5.563], [0.470, -4.433, 3.214], [-1.985, -0.676, 5.079], [-4.314, 0.073, 5.337], [-5.334, 1.621, 3.705], [-4.032, 2.420, 1.776], [-2.580, 3.296, 0.539], [-2.324, 1.889, -0.524], [0.350, 3.607, 1.605], [-0.800, 6.180, 0.410], [-0.357, 5.916, 2.093], [-1.717, 5.040, 1.391], [1.664, 5.538, -0.365], [2.370, 4.075, 0.324], [1.994, 5.446, 1.365], [-1.918, 4.932, -1.309], [-1.066, 3.024, -3.545], [-2.418, 4.165, -3.570], [-2.479, 2.741, -2.539], [0.697, 4.734, -2.895], [0.286, 5.987, -1.713], [-0.594, 5.881, -3.236], [-2.826, -1.828, 0.148], [-3.904, -3.804, -1.925], [-3.301, -2.184, -2.322], [-4.722, -2.378, -1.297], [-3.666, -4.728, 0.484], [-4.474, -3.286, 1.077], [-2.902, -3.726, 1.728], [-1.331, -1.102, -4.563], [-0.340, 0.232, -5.121], [0.908, 0.940, -4.101], [-0.551, 0.763, -6.369], [-1.537, 0.227, -7.253], [-2.321, -0.193, -7.983], [0.208, 1.873, -6.846], [0.823, 2.766, -7.236], [1.258, -2.345, -3.543], [0.497, -2.211, -4.165], [1.955, -1.796, -3.934], [-2.022, 0.071, -1.555], [-2.468, -0.252, -0.768], [-3.650, 0.691, -2.090], [-5.146, 3.217, -1.082], [-4.817, 2.192, -1.544], [-4.596, 1.114, -2.032]]}

***

(2)
{"formula": "C44H64N2NaSbSi5", "method": "wB97M-V/def2-TZVPD", "e_lumo_ev": 3.7499, "charge": -2, "de_lowest_kcal_mol": 31.3, "gap_ha": 0.189, "e_homo_ev": -1.38, "symbols": ["Na", "C", "Sb", "C", "C", "C", "C", "C", "C", "N", "Si", "C", "C", "C", "C", "C", "C", "C", "C", "C", "N", "Si", "C", "C", "C", "Si", "C", "C", "C", "H", "H", "H", "H", "H", "H", "H", "H", "H", "H", "H", "H", "H", "H", "H", "H", "H", "H", "H", "H", "H", "H", "H", "H", "H", "H", "H", "H", "H", "H", "H", "H", "H", "H", "H", "H", "H", "H", "C", "C", "C", "C", "C", "C", "Si", "C", "C", "C", "C", "C", "C", "C", "C", "C", "C", "C", "C", "H", "H", "H", "H", "H", "H", "H", "H", "H", "H", "H", "H", "H", "H", "H", "C", "Si", "C", "C", "C", "H", "H", "H", "H", "H", "H", "H", "H", "H", "H", "H"], "positions_angstrom": [[-1.467, -1.042, 0.485], [-0.550, 4.022, -0.822], [0.055, 1.916, -0.491], [-1.989, 1.580, 0.112], [-2.859, 0.931, -0.754], [-4.283, 1.046, -0.708], [-5.049, 0.450, -1.666], [-4.438, -0.326, -2.659], [-3.063, -0.442, -2.607], [-2.290, 0.158, -1.727], [-2.350, 2.408, 1.713], [-2.954, 4.259, 1.738], [-0.795, 2.418, 2.828], [-3.694, 1.563, 2.789], [0.840, 1.886, -2.754], [1.016, 0.427, -2.915], [1.661, -0.156, -4.010], [1.816, -1.527, -4.070], [1.322, -2.303, -3.027], [0.720, -1.648, -1.971], [0.578, -0.332, -1.916], [-0.254, 2.644, -4.109], [0.138, 2.019, -5.897], [-2.127, 2.345, -3.924], [-0.074, 4.551, -4.310], [2.585, 2.651, -2.639], [3.415, 3.025, -4.343], [3.811, 1.471, -1.768], [2.724, 4.321, -1.707], [-0.572, 4.555, 0.124], [-1.556, 4.025, -1.236], [0.120, 4.530, -1.504], [-4.726, 1.658, 0.065], [-6.126, 0.589, -1.678], [-5.021, -0.810, -3.430], [-2.539, -1.042, -3.350], [-2.115, 4.949, 1.742], [-3.558, 4.471, 2.618], [-3.556, 4.484, 0.862], [0.058, 2.845, 2.309], [-0.512, 1.410, 3.107], [-0.944, 2.988, 3.740], [-4.670, 1.621, 2.322], [-3.774, 2.037, 3.764], [-3.472, 0.511, 2.938], [2.076, 0.471, -4.781], [2.324, -1.987, -4.910], [1.429, -3.378, -3.015], [0.338, -2.198, -1.119], [-0.071, 0.958, -5.987], [1.175, 2.181, -6.176], [-0.481, 2.537, -6.627], [-2.385, 1.328, -4.201], [-2.707, 3.023, -4.546], [-2.441, 2.477, -2.895], [0.962, 4.869, -4.363], [-0.544, 5.084, -3.493], [-0.563, 4.869, -5.227], [3.564, 2.118, -4.916], [4.388, 3.489, -4.214], [2.811, 3.695, -4.945], [3.877, 0.522, -2.290], [3.490, 1.257, -0.755], [4.813, 1.893, -1.717], [2.234, 5.128, -2.241], [3.765, 4.603, -1.578], [2.272, 4.248, -0.725], [0.373, -3.994, 5.970], [1.132, -4.482, 4.919], [1.435, -3.660, 3.851], [1.009, -2.334, 3.785], [0.201, -1.890, 4.828], [-0.095, -2.690, 5.915], [1.297, -1.231, 2.243], [2.201, 0.301, 3.004], [2.365, 0.580, 4.358], [3.012, 1.723, 4.794], [3.566, 2.606, 3.884], [3.450, 2.331, 2.530], [2.765, 1.208, 2.111], [3.048, -1.884, 1.681], [4.046, -2.204, 2.600], [5.327, -2.528, 2.195], [5.648, -2.543, 0.847], [4.674, -2.226, -0.082], [3.397, -1.896, 0.337], [0.133, -4.631, 6.814], [1.480, -5.511, 4.929], [2.024, -4.052, 3.033], [-0.213, -0.890, 4.786], [-0.706, -2.300, 6.721], [1.966, -0.108, 5.090], [3.108, 1.923, 5.855], [4.085, 3.497, 4.225], [3.900, 2.990, 1.796], [2.661, 1.011, 1.052], [3.812, -2.177, 3.657], [6.086, -2.771, 2.929], [6.656, -2.790, 0.533], [4.922, -2.241, -1.136], [2.654, -1.624, -0.400], [-3.823, -4.918, 2.462], [-3.740, -4.693, 0.553], [-5.398, -5.593, 0.006], [-2.402, -5.907, -0.112], [-3.356, -2.972, 0.085], [-4.024, -5.942, 2.771], [-4.613, -4.298, 2.877], [-2.889, -4.610, 2.924], [-5.501, -6.611, 0.382], [-5.475, -5.640, -1.079], [-6.262, -5.033, 0.361], [-2.653, -6.953, 0.049], [-1.444, -5.718, 0.364], [-2.271, -5.767, -1.183], [-4.177, -2.295, 0.339], [-3.198, -2.890, -0.996]]}

***

(3)
{"formula": "C44H65F4N2O4PS2SeTa", "method": "wB97M-V/def2-TZVPD", "e_lumo_ev": [-0.1734, 0.1250], "spin_multiplicity": 2, "de_lowest_kcal_mol": 47.5, "gap_ha": [0.250, 0.279], "e_homo_ev": [-6.98, -7.45], "symbols": ["Ta", "C", "C", "N", "C", "C", "C", "C", "N", "C", "C", "F", "C", "F", "C", "C", "F", "C", "F", "H", "H", "H", "H", "H", "H", "H", "H", "H", "H", "H", "H", "H", "H", "H", "C", "C", "C", "C", "C", "C", "C", "Se", "C", "C", "C", "C", "C", "C", "O", "C", "C", "C", "C", "C", "C", "C", "C", "C", "O", "C", "C", "C", "C", "C", "C", "H", "H", "H", "H", "H", "H", "H", "H", "H", "H", "H", "H", "H", "H", "H", "H", "H", "H", "H", "H", "H", "H", "H", "H", "H", "H", "H", "H", "H", "H", "H", "H", "H", "H", "H", "H", "H", "H", "H", "H", "C", "C", "O", "P", "S", "S", "O", "C", "C", "H", "H", "H", "H", "H", "H", "H", "H", "H", "H"], "positions_angstrom": [[-0.192, -1.320, 0.580], [3.460, -1.721, 1.711], [2.776, -1.336, 3.016], [1.341, -1.637, 3.031], [0.647, -0.853, 4.060], [1.239, -0.922, 5.471], [1.093, -3.064, 3.161], [-0.385, -3.423, 3.073], [-1.185, -2.585, 2.173], [-2.535, -2.770, 2.296], [-3.419, -1.913, 1.618], [-2.869, -0.957, 0.830], [-4.788, -1.955, 1.688], [-5.502, -1.080, 0.968], [-5.431, -2.869, 2.497], [-4.613, -3.754, 3.166], [-5.172, -4.689, 3.947], [-3.234, -3.742, 3.061], [-2.611, -4.747, 3.719], [4.448, -1.263, 1.664], [2.863, -1.362, 0.871], [3.582, -2.800, 1.611], [2.874, -0.258, 3.161], [3.276, -1.835, 3.857], [-0.391, -1.180, 4.081], [0.648, 0.174, 3.713], [1.491, -1.944, 5.757], [0.501, -0.548, 6.181], [2.134, -0.307, 5.557], [1.463, -3.459, 4.119], [1.643, -3.570, 2.374], [-0.810, -3.348, 4.075], [-0.431, -4.473, 2.773], [-6.505, -2.897, 2.590], [2.768, 4.305, -3.830], [1.723, 3.397, -4.493], [2.237, 2.943, -5.868], [0.443, 4.209, -4.708], [1.485, 2.183, -3.601], [0.254, 1.896, -3.027], [0.152, 0.843, -2.142], [-1.492, 0.414, -1.238], [-1.506, 1.906, -0.029], [-1.826, 3.171, -0.494], [-1.923, 4.222, 0.400], [-1.841, 3.892, 1.753], [-1.574, 2.624, 2.248], [-1.247, 1.604, 1.315], [-0.735, 0.420, 1.641], [-1.673, 2.363, 3.756], [-2.578, 3.395, 4.447], [-2.322, 0.990, 4.004], [-0.273, 2.459, 4.388], [-2.124, 5.672, -0.030], [-0.894, 6.485, 0.402], [-3.379, 6.254, 0.636], [-2.285, 5.801, -1.545], [1.216, -0.015, -1.832], [0.980, -0.898, -0.844], [2.411, 0.143, -2.558], [2.514, 1.281, -3.356], [3.587, -0.845, -2.595], [3.985, -1.083, -4.063], [4.770, -0.256, -1.816], [3.232, -2.212, -2.015], [2.969, 5.170, -4.465], [2.410, 4.664, -2.864], [3.710, 3.778, -3.668], [2.330, 3.803, -6.533], [3.215, 2.466, -5.796], [1.541, 2.233, -6.318], [0.667, 5.094, -5.304], [-0.306, 3.621, -5.241], [0.025, 4.542, -3.757], [-0.632, 2.474, -3.242], [-2.003, 3.308, -1.551], [-2.015, 4.681, 2.472], [-3.549, 3.462, 3.955], [-2.738, 3.092, 5.483], [-2.125, 4.388, 4.464], [-3.316, 0.969, 3.552], [-1.739, 0.181, 3.576], [-2.431, 0.813, 5.077], [0.477, 2.024, 3.731], [-0.001, 3.503, 4.552], [-0.244, 1.946, 5.352], [-0.750, 6.428, 1.481], [0.005, 6.099, -0.083], [-1.015, 7.534, 0.125], [-3.267, 6.314, 1.720], [-3.573, 7.262, 0.266], [-4.251, 5.635, 0.416], [-1.407, 5.419, -2.068], [-3.169, 5.263, -1.895], [-2.402, 6.851, -1.816], [3.465, 1.459, -3.841], [4.405, -0.198, -4.539], [4.735, -1.874, -4.109], [3.111, -1.393, -4.638], [5.090, 0.695, -2.246], [4.491, -0.085, -0.774], [5.618, -0.945, -1.833], [2.331, -2.615, -2.478], [4.048, -2.915, -2.199], [3.072, -2.171, -0.945], [-0.845, -8.006, -0.793], [-0.223, -6.692, -0.373], [-1.101, -5.626, -0.769], [-0.499, -4.212, -1.240], [-2.012, -3.062, -1.689], [0.904, -3.680, 0.117], [0.434, -4.597, -2.497], [-0.164, -5.089, -3.709], [0.078, -4.099, -4.829], [-0.240, -8.834, -0.421], [-0.908, -8.072, -1.879], [-1.850, -8.088, -0.381], [0.759, -6.558, -0.834], [-0.099, -6.644, 0.710], [-1.234, -5.252, -3.561], [0.310, -6.049, -3.924], [-0.422, -3.157, -4.605], [-0.308, -4.495, -5.768], [1.148, -3.912, -4.934]]}